1.
Below is a cluster of 12 separate species, C52H138N10O18 in total at a distorted geometry, with properties calculated with ωB97M-V/def2-TZVPD.

```
218
Properties=species:S:1:pos:R:3:mulliken_charge:R:1
C 20.026 18.228 16.719 -0.730
O 18.985 19.015 17.242 -0.052
C 19.249 19.515 18.533 0.204
C 18.108 20.440 18.949 -1.200
N 16.820 19.759 19.106 0.103
C 16.735 18.797 20.183 1.579
C 16.748 19.317 21.594 -0.714
O 15.714 20.170 21.961 -0.361
C 16.065 21.160 22.873 -0.803
H 20.231 17.362 17.343 0.102
H 20.927 18.893 16.645 0.367
H 19.698 17.759 15.767 0.181
H 20.190 20.103 18.544 0.559
H 19.479 18.784 19.311 -0.222
H 17.960 21.268 18.236 0.290
H 18.415 20.923 19.947 0.397
H 16.604 19.385 18.196 -0.040
H 17.532 18.042 20.200 -0.271
H 15.818 18.259 19.995 -0.664
H 17.704 19.842 21.860 0.018
H 16.665 18.414 22.181 0.405
H 15.165 21.615 23.292 0.271
H 16.690 21.947 22.423 0.317
H 16.600 20.845 23.790 0.286
C 22.607 18.798 20.800 -1.049
O 21.390 18.615 21.471 0.236
C 20.770 19.802 22.013 -0.435
C 20.158 19.496 23.379 -0.514
N 21.229 19.120 24.300 -0.395
C 20.623 18.184 25.325 -0.153
C 21.595 17.868 26.434 -1.036
O 21.426 16.610 27.104 -0.252
C 20.481 16.664 28.110 -0.774
H 23.453 18.338 21.351 0.271
H 22.789 19.852 20.702 0.440
H 22.622 18.287 19.843 0.249
H 20.038 20.198 21.287 -0.273
H 21.524 20.572 22.249 0.575
H 19.436 18.685 23.285 0.283
H 19.655 20.368 23.750 0.339
H 22.065 18.785 23.863 0.316
H 20.223 17.233 24.938 0.106
H 19.764 18.770 25.730 0.491
H 21.616 18.583 27.235 0.589
H 22.578 17.818 25.919 0.220
H 20.521 15.779 28.778 0.236
H 19.412 16.623 27.677 0.279
H 20.585 17.547 28.718 0.343
C 9.255 12.318 10.879 -0.908
O 10.283 11.695 11.541 -0.205
C 10.692 10.434 10.982 -0.685
C 12.020 10.208 11.574 -0.354
N 12.933 11.264 11.362 -0.315
C 14.179 11.075 11.986 -0.478
C 15.091 12.249 11.905 -0.780
O 14.470 13.338 12.545 -0.147
C 15.034 14.594 12.138 -0.972
H 9.142 13.355 11.246 0.262
H 8.242 11.834 10.878 0.288
H 9.500 12.510 9.855 0.376
H 10.716 10.615 9.915 0.420
H 10.011 9.584 11.201 0.346
H 12.399 9.318 11.067 0.400
H 11.874 10.019 12.667 0.077
H 12.531 12.123 11.708 0.345
H 14.650 10.158 11.616 0.496
H 14.117 10.858 13.087 0.092
H 15.172 12.513 10.841 0.454
H 16.071 12.097 12.363 0.395
H 14.954 14.808 11.066 0.328
H 16.095 14.542 12.416 0.349
H 14.549 15.407 12.698 0.252
C 17.058 8.455 20.749 -1.031
O 17.419 9.797 20.756 -0.243
C 18.438 10.195 19.822 -0.194
C 18.945 11.561 20.265 0.552
N 19.374 11.386 21.664 0.089
C 20.724 10.815 21.797 -0.542
C 21.021 10.480 23.250 -0.375
O 20.367 9.288 23.672 -0.341
C 20.562 9.145 25.056 -0.804
H 17.822 7.810 21.164 0.306
H 16.857 8.078 19.725 0.311
H 16.177 8.337 21.334 0.264
H 18.076 10.227 18.746 -0.469
H 19.281 9.493 19.972 0.729
H 18.128 12.285 20.174 -1.251
H 19.767 11.855 19.619 0.507
H 18.679 10.861 22.224 0.284
H 21.494 11.496 21.455 0.409
H 20.874 9.799 21.310 0.231
H 20.742 11.316 23.892 0.191
H 22.171 10.340 23.312 0.258
H 19.948 8.255 25.334 0.293
H 20.256 9.961 25.683 0.286
H 21.552 8.795 25.289 0.347
C 12.090 19.292 19.353 -1.715
C 12.932 18.463 18.373 2.267
C 12.044 17.561 17.474 -0.900
O 11.532 16.470 18.154 -0.277
C 10.549 15.701 17.417 -0.830
N 13.690 19.385 17.542 -0.357
H 12.703 19.914 19.975 0.504
H 11.641 18.594 20.095 0.290
H 11.280 19.797 18.880 0.427
H 13.552 17.736 18.946 -1.107
H 12.700 17.255 16.577 0.232
H 11.286 18.183 16.975 0.286
H 9.633 16.294 17.233 0.322
H 10.353 14.772 17.949 0.160
H 11.085 15.387 16.505 0.303
H 14.105 20.127 18.083 0.425
H 14.462 18.910 17.085 -0.094
C 15.725 21.092 15.396 -1.330
C 15.798 19.786 14.604 -0.010
C 17.074 19.788 13.628 -0.542
O 16.903 18.659 12.696 -0.235
C 18.099 18.691 11.865 -0.850
N 15.821 18.643 15.482 0.046
H 14.988 21.041 16.157 0.362
H 15.554 21.954 14.726 0.427
H 16.748 21.151 15.893 0.107
H 14.881 19.652 14.036 0.654
H 18.018 19.630 14.221 0.165
H 17.106 20.705 13.075 0.473
H 18.938 18.307 12.376 0.319
H 18.312 19.693 11.496 0.342
H 17.834 18.112 10.966 0.246
H 15.886 17.773 14.973 0.252
H 16.745 18.716 15.898 -0.521
C 18.310 9.297 16.107 -1.765
C 17.471 10.562 16.072 1.459
C 18.207 11.845 15.714 -0.642
O 19.038 12.222 16.751 0.050
C 19.917 13.258 16.472 -0.919
N 16.368 10.420 15.164 -0.397
H 19.124 9.423 16.810 0.273
H 18.675 9.054 15.089 0.441
H 17.681 8.504 16.456 0.476
H 17.146 10.673 17.127 -0.460
H 17.447 12.589 15.446 0.316
H 18.807 11.612 14.793 0.213
H 20.529 13.464 17.373 0.171
H 19.355 14.111 16.112 0.350
H 20.606 12.998 15.648 0.382
H 15.717 11.175 15.376 -0.021
H 15.954 9.544 15.114 0.281
C 20.799 14.847 23.486 -1.411
C 22.160 15.135 24.107 1.904
C 22.926 13.776 24.144 -1.131
O 22.147 12.720 24.691 0.047
C 22.211 12.682 26.088 -0.707
N 22.967 16.039 23.267 -0.583
H 20.913 14.223 22.634 0.449
H 20.292 15.730 23.095 0.074
H 20.180 14.382 24.258 0.325
H 21.885 15.611 25.043 -0.693
H 23.842 13.905 24.721 0.510
H 23.138 13.458 23.118 0.231
H 21.545 11.933 26.489 0.188
H 21.961 13.637 26.545 0.168
H 23.263 12.368 26.339 0.312
H 22.459 16.756 22.790 -0.085
H 23.783 16.437 23.755 0.321
C 11.998 11.760 15.091 -1.680
C 12.713 12.651 16.128 0.895
C 12.578 12.157 17.551 -0.128
O 11.130 12.238 17.882 -0.326
C 10.867 12.049 19.243 -0.657
N 14.154 12.697 15.837 0.599
H 12.407 10.770 15.172 0.359
H 12.152 12.020 14.042 0.358
H 10.913 11.822 15.260 0.435
H 12.294 13.606 16.094 -0.386
H 13.185 12.817 18.186 0.037
H 12.839 11.111 17.542 0.366
H 11.096 12.886 19.931 0.048
H 11.454 11.255 19.683 0.326
H 9.817 11.871 19.389 0.339
H 14.456 13.418 16.498 -0.528
H 14.276 13.085 14.876 -0.064
C 16.644 15.849 17.087 -1.759
C 16.770 14.733 18.100 1.136
C 17.428 15.226 19.340 1.284
O 18.752 15.587 19.044 0.206
C 19.470 16.031 20.198 -0.410
N 15.455 14.240 18.362 0.839
H 16.175 16.772 17.459 -0.230
H 16.077 15.554 16.213 0.538
H 17.635 16.153 16.741 0.167
H 17.292 13.904 17.622 -0.182
H 17.481 14.522 20.176 -0.228
H 16.961 16.117 19.779 -0.936
H 19.746 15.069 20.754 -0.306
H 18.843 16.631 20.852 0.520
H 20.364 16.511 19.803 0.050
H 14.931 14.922 18.896 -0.703
H 15.477 13.372 18.905 -0.108
C 12.677 15.819 21.709 -0.942
C 13.868 16.778 21.979 0.372
O 15.104 16.133 22.243 -0.475
O 12.888 15.113 20.490 0.352
H 11.732 16.357 21.673 0.378
H 12.641 15.039 22.468 0.385
H 13.596 17.441 22.814 0.308
H 14.004 17.459 21.105 -0.330
H 14.864 15.284 22.699 0.188
H 12.477 15.566 19.765 -0.125
C 15.270 12.819 22.420 0.445
C 14.386 12.083 21.414 0.098
O 15.151 11.687 20.324 -0.201
O 14.380 13.413 23.381 -0.561
H 15.748 13.619 21.855 -0.454
H 16.033 12.170 22.949 0.417
H 13.630 12.899 21.049 -0.443
H 13.966 11.147 21.804 0.379
H 15.960 11.199 20.614 0.096
H 14.915 13.535 24.188 0.321
```

Calculated total energy: -3965.5214 Ha
Structure (SMILES): COC[C@H](C)N.COC[C@H](C)N.COC[C@H](C)N.COC[C@H](C)N.COC[C@H](C)N.COC[C@H](C)N.COCCNCCOC.COCCNCCOC.COCCNCCOC.COCCNCCOC.OCCO.OCCO
Relative energy (zero: lowest compared OMol25 entry of this formula, charge and spin): 0.000 eV



2.
Below is a cluster of 17 separate species, C52H143N9O22 in total at a distorted geometry, with properties calculated with ωB97M-V/def2-TZVPD.

```
226
Properties=species:S:1:pos:R:3:mulliken_charge:R:1
C 18.787 10.695 16.615 -0.663
C 17.504 10.771 17.417 -0.631
O 17.297 12.123 17.625 -0.473
H 19.057 9.694 16.278 0.433
H 19.690 11.085 17.085 0.179
H 18.550 11.161 15.659 0.074
H 17.615 10.147 18.303 0.452
H 16.678 10.327 16.862 0.299
H 17.776 12.279 18.442 0.277
C 17.300 22.370 12.709 -0.668
C 18.659 22.862 13.237 0.924
O 19.596 22.941 12.126 -0.615
H 17.295 21.338 12.360 -0.173
H 16.865 23.092 12.018 0.410
H 16.586 22.305 13.530 0.040
H 19.090 22.317 14.076 -0.541
H 18.401 23.857 13.600 0.363
H 20.218 23.630 12.368 0.311
C 13.760 14.986 10.429 0.315
C 13.668 14.614 8.980 -0.744
O 12.718 15.417 8.272 -0.640
H 14.217 14.192 11.019 0.070
H 12.795 15.262 10.855 0.058
H 14.454 15.820 10.532 -0.102
H 13.338 13.575 9.010 0.424
H 14.651 14.511 8.521 0.269
H 13.074 16.308 8.252 0.302
C 12.025 17.650 15.320 -0.714
C 12.503 16.147 15.248 0.894
O 11.594 15.320 15.945 -0.624
H 10.947 17.636 15.154 0.389
H 12.476 18.185 14.484 -0.263
H 12.293 18.134 16.259 0.361
H 13.478 16.218 15.729 -0.495
H 12.702 15.805 14.233 0.053
H 11.813 15.098 16.853 0.351
C 10.410 17.272 12.169 -0.938
C 10.687 18.784 12.076 0.896
O 9.652 19.361 12.731 -0.579
H 11.348 16.724 12.080 -0.035
H 9.795 16.900 11.350 0.390
H 9.975 17.001 13.131 0.345
H 10.770 19.312 11.127 0.404
H 11.630 19.027 12.567 -0.724
H 9.948 20.237 12.989 0.330
C 14.764 12.365 13.935 -1.041
C 15.221 13.132 15.154 0.527
O 16.644 13.038 15.209 0.101
H 15.058 11.316 13.897 0.294
H 15.153 12.882 13.057 -0.146
H 13.694 12.519 14.073 0.466
H 14.715 12.797 16.060 0.421
H 14.972 14.191 15.097 -0.324
H 16.800 12.533 16.011 -0.212
C 21.465 22.363 17.747 -1.260
C 20.437 22.801 16.753 -0.170
O 20.229 21.623 16.096 0.062
H 21.114 21.671 18.512 0.250
H 21.907 23.210 18.273 0.478
H 22.284 21.923 17.178 0.252
H 20.799 23.642 16.161 0.410
H 19.520 23.176 17.206 -0.018
H 21.048 21.234 15.781 0.006
C 14.184 20.710 11.655 -1.266
C 14.418 19.742 12.850 0.908
O 14.328 18.432 12.457 1.549
H 14.052 21.708 12.073 0.374
H 13.318 20.430 11.057 0.200
H 15.066 20.660 11.017 0.074
H 13.542 19.845 13.490 0.064
H 15.278 20.101 13.415 -0.783
H 14.621 17.817 13.133 -0.451
C 15.903 16.334 19.001 -0.522
C 16.966 15.210 18.905 -0.416
O 17.660 15.326 20.108 -0.586
H 15.103 16.041 19.681 0.559
H 15.423 16.356 18.023 -0.084
H 16.292 17.337 19.173 -0.001
H 17.643 15.460 18.088 0.231
H 16.493 14.239 18.761 0.440
H 18.098 14.487 20.267 0.317
C 15.547 19.932 19.025 -0.608
C 14.733 21.173 18.868 -0.451
O 13.983 21.264 20.009 -0.541
H 16.140 19.833 18.116 0.030
H 14.896 19.058 19.018 0.189
H 16.254 19.980 19.854 0.413
H 14.205 21.093 17.917 0.313
H 15.392 22.040 18.889 0.317
H 14.664 21.288 20.686 0.328
C 28.250 15.778 17.722 -0.894
O 26.906 16.003 18.244 -0.166
C 26.509 14.967 19.126 -0.698
C 25.812 13.820 18.361 -0.678
N 24.402 14.132 18.084 -0.159
C 23.794 13.145 17.186 -0.975
C 22.357 13.537 16.966 -0.182
O 22.230 14.415 15.915 -0.188
C 20.995 15.098 15.842 0.228
H 28.427 16.516 16.939 0.244
H 28.487 14.764 17.402 0.337
H 28.955 15.904 18.543 0.356
H 25.805 15.409 19.830 0.220
H 27.383 14.625 19.680 0.546
H 25.952 12.927 18.971 0.400
H 26.232 13.603 17.379 0.418
H 24.451 14.997 17.566 -0.049
H 23.843 12.164 17.658 0.490
H 24.272 13.082 16.209 0.374
H 22.027 13.969 17.911 0.352
H 21.709 12.663 16.904 -0.037
H 20.145 14.490 15.533 0.692
H 21.111 16.014 15.262 -0.726
H 20.781 15.502 16.832 -0.139
C 21.854 20.937 13.634 -0.769
O 22.248 20.388 14.924 -0.628
C 22.020 18.987 15.069 -0.239
C 22.621 18.517 16.414 0.448
N 24.092 18.350 16.197 -0.347
C 24.773 18.571 17.441 -1.021
C 24.348 17.713 18.607 0.249
O 23.223 18.205 19.355 -0.472
C 22.471 17.102 19.887 -0.377
H 22.189 20.244 12.862 0.468
H 22.345 21.897 13.471 0.216
H 20.782 21.122 13.576 0.174
H 22.501 18.332 14.343 0.904
H 20.953 18.768 15.023 -0.500
H 22.103 17.567 16.540 -0.607
H 22.265 19.253 17.135 0.324
H 24.280 19.070 15.514 0.316
H 24.805 19.635 17.675 0.345
H 25.814 18.338 17.214 0.532
H 25.142 17.613 19.347 0.594
H 24.053 16.725 18.256 -0.314
H 23.238 16.507 20.383 0.382
H 22.012 16.525 19.083 -0.099
H 21.705 17.373 20.613 0.280
C 12.214 18.464 7.978 -0.901
O 13.427 18.069 8.642 -0.108
C 14.573 18.226 7.789 -0.641
C 15.862 18.788 8.381 -0.750
N 16.172 17.988 9.620 -0.200
C 17.229 18.654 10.431 -0.521
C 17.664 17.885 11.728 0.122
O 18.794 17.052 11.568 -0.481
C 19.509 16.859 12.792 0.425
H 12.198 19.494 7.620 0.377
H 11.472 18.510 8.775 0.155
H 11.873 17.769 7.211 0.394
H 14.253 18.762 6.895 0.592
H 14.708 17.216 7.402 0.398
H 15.767 19.845 8.631 0.323
H 16.641 18.746 7.620 0.358
H 15.348 18.036 10.202 0.033
H 16.825 19.596 10.802 -0.027
H 18.144 18.811 9.859 0.506
H 16.863 17.270 12.137 -0.197
H 17.810 18.596 12.542 -0.005
H 18.723 16.688 13.527 -0.154
H 19.982 17.814 13.024 0.296
H 20.213 16.029 12.844 0.019
C 19.785 28.389 18.886 -0.801
O 19.514 27.124 18.424 -0.312
C 18.191 26.692 18.401 -0.564
C 17.833 25.864 17.118 0.296
N 16.409 25.642 17.063 -0.371
C 16.127 24.697 15.957 -0.137
C 14.597 24.506 15.817 -0.909
O 14.362 23.327 15.057 -0.019
C 13.002 23.108 14.706 -0.781
H 19.445 29.081 18.115 0.351
H 20.865 28.532 18.867 0.239
H 19.327 28.621 19.848 0.313
H 17.554 27.577 18.413 0.426
H 17.908 26.125 19.287 0.287
H 18.358 24.918 17.248 -0.390
H 18.132 26.271 16.152 0.326
H 15.926 26.521 16.944 0.271
H 16.649 23.758 16.144 0.114
H 16.548 25.144 15.057 0.275
H 14.121 25.354 15.324 0.366
H 14.146 24.462 16.809 0.378
H 12.352 23.917 14.370 0.344
H 12.566 22.700 15.618 0.386
H 12.787 22.408 13.899 0.040
C 23.158 15.986 12.335 -0.574
O 22.428 14.990 11.641 -0.025
C 23.117 14.345 10.510 -0.881
C 22.653 12.878 10.414 -0.446
N 21.337 12.840 9.779 -0.400
C 20.524 11.638 9.972 -0.834
C 19.745 11.703 11.302 -0.481
O 18.743 12.717 11.143 -0.382
C 17.865 12.808 12.227 -0.268
H 24.207 15.737 12.494 0.479
H 22.635 16.118 13.283 -0.168
H 23.149 16.936 11.800 0.269
H 24.186 14.327 10.724 0.427
H 22.836 15.000 9.685 0.374
H 22.674 12.459 11.420 0.241
H 23.256 12.224 9.785 0.445
H 20.860 13.648 10.152 0.232
H 21.125 10.738 9.840 0.444
H 19.751 11.729 9.209 0.297
H 20.421 11.915 12.130 0.248
H 19.256 10.769 11.580 0.534
H 17.391 11.845 12.420 0.376
H 17.166 13.644 12.193 0.050
H 18.586 13.043 13.010 0.028
C 19.162 18.549 18.083 0.117
O 19.238 17.983 17.001 -0.521
N 18.830 17.945 19.194 -0.122
N 19.182 19.883 18.220 0.363
H 18.529 16.985 19.280 0.052
H 18.804 18.513 20.029 0.197
H 19.488 20.498 17.480 -0.271
H 19.070 20.226 19.163 0.126
C 16.432 17.069 15.145 -0.192
O 15.450 16.895 14.539 -1.359
N 16.887 18.264 15.352 1.200
N 17.229 16.165 15.590 2.095
H 17.794 18.325 15.793 -0.662
H 16.316 19.084 15.211 0.036
H 17.984 16.474 16.185 -0.853
H 17.158 15.171 15.425 -0.642
```

Calculated total energy: -4214.6842 Ha



Number 1 is which compound? C52H138N10O18